Below is 3 unconnected molecules or ions with the total composition C6H10N2OS in a non-equilibrium geometry, with properties calculated with the ωB97M-V functional and the def2-TZVPD basis.

Last column: natural (NBO) charge in e.
CARTESIAN COORDINATES (ANGSTROEM)
C  -2.49850  0.51381  1.70469  0.2573
C  -0.71120  0.22730  -0.53476  -0.3974
C  -0.34380  1.25050  0.55537  -0.4347
C  0.08469  0.51605  -1.79738  -0.2620
C  -1.18164  1.02423  1.78166  -0.1482
C  -0.64415  1.22828  2.97074  -0.2882
N  -3.59113  0.15328  1.61991  -0.2961
N  1.50503  0.55394  -1.49346  -0.7224
O  3.71770  -0.36652  -1.20014  -0.8541
S  2.37107  -0.71042  -1.63566  1.4064
H  -0.57256  -0.75132  -0.22012  0.2047
H  -1.86624  0.19573  -0.95362  0.2215
H  0.72137  1.06326  0.79969  0.2380
H  -0.34045  2.31608  0.07068  0.2290
H  -0.23910  -0.28241  -2.54383  0.1960
H  -0.13927  1.59146  -2.17712  0.2165
H  -1.32455  0.85609  3.74040  0.2148
H  0.38442  1.55613  3.11325  0.2192
H  2.36274  -5.90756  -1.93881  0.0079
H  2.30556  -5.02791  -1.86150  -0.0082

Lowest unoccupied orbital energy, eV: -0.9
E_tot, hartree: -817.41622
Highest occupied orbital energy, eV: -10.33
Relative energy (zero: lowest compared OMol25 entry of this formula, charge and spin), eV: 4.777